DFT (wB97M-V/def2-TZVPD) results for 2 unconnected molecules or ions with the total composition C3H4S2.

```
9
C3H4S2 (wB97M-V/def2-TZVPD)
C -0.6698 -0.4139 -2.6760
C 0.1809 -1.5373 -2.5381
C -0.3589 -0.7546 -1.4064
S -0.6190 -0.5834 0.2571
S 1.4980 1.2151 2.9579
H -1.3310 0.2458 -3.2082
H 1.2091 2.3336 2.2315
H -0.0639 -1.7232 0.8573
H 0.1546 1.2180 3.5249
```

energy above the lowest of the compared OMol25 structures with the same formula, charge and spin: 579.10 kJ/mol
HOMO-LUMO gap (alpha / beta): 0.1909 / 0.2175 Eh
highest occupied orbital energy (alpha / beta): -4.8 / -9.4 eV
maximum force: 3.68 eV/Å
spin multiplicity: 3

Charges computed using natural (NBO), reported in e: C -0.2230; C -0.0439; C -0.2420; S 0.1187; S 0.1833; H 0.2336; H 0.0853; H 0.1558; H -0.2678